This record from OMol25 describes a 4-piece molecular cluster, C33H62Cl6FIN3O6 overall in a non-equilibrium geometry. The level of theory is ωB97M-V/def2-TZVPD.

Calculated values
- M (g/mol) = 955.494
- HOMO level (eV) = -12.108
- charge = +1

The geometry in XYZ format:
```
112
Properties=species:S:1:pos:R:3:forces:R:3:mulliken_charge:R:1
C -6.567950 -7.261027 2.869043 0.3 -0.2 0.4 -0.764
C -5.883688 -7.908631 1.510246 0.5 0.0 0.9 -0.557
C -5.356355 -6.794307 0.425850 -0.6 -0.3 -0.5 0.115
C -6.487268 -6.366435 -0.707539 -0.9 -0.8 0.4 -0.769
C -7.092185 -4.856584 -0.470074 0.0 -0.7 -0.6 -0.656
C -6.015520 -3.644140 -0.882153 -1.5 -1.0 0.8 -0.173
C -6.077278 -2.509734 0.287339 -0.3 0.9 -0.1 -0.719
C -4.677184 -1.738627 0.628073 -0.1 1.3 0.6 -0.312
C -3.328557 -2.664967 0.617738 -1.3 -0.6 0.2 -0.168
C -1.966384 -1.871990 1.187538 -1.4 -1.1 -1.1 -0.398
I -1.607124 -2.856911 3.159014 0.2 0.5 -0.8 0.117
C -0.743772 -2.038534 0.130795 -0.1 -2.1 1.3 -0.835
N -0.334051 -0.726990 -0.575078 0.6 -2.5 -0.6 1.298
C 0.905801 -1.150362 -1.380340 3.6 -0.1 -1.0 -0.504
C 0.690683 -2.131582 -2.636783 0.3 0.4 -2.0 0.259
C 2.135050 -2.841827 -3.093141 -0.6 -0.1 -0.3 -0.789
O 3.309760 -1.997923 -2.745885 -0.6 -2.8 1.5 -0.460
C -1.310194 -0.247288 -1.601925 -2.7 2.8 -2.6 -0.568
O -2.303480 -1.244144 -2.092488 1.5 0.9 2.8 -0.068
N -2.303686 -1.154832 -3.458564 -4.0 2.3 -3.2 0.041
O -3.371830 -0.684263 -3.850444 4.0 -2.3 1.5 -0.319
C 0.030023 0.308910 0.533063 -0.2 3.3 0.3 -0.832
C 0.311673 1.818870 -0.149079 -1.4 1.4 -0.4 -0.607
C 0.465754 3.027603 0.998521 0.4 0.5 0.5 -0.215
C 1.642268 4.114080 0.647555 -0.5 1.0 0.5 -0.597
C 2.203970 4.854535 2.038395 -0.4 0.9 -0.6 -0.942
C 1.292486 6.200015 2.358512 0.7 -0.6 0.1 0.127
C 1.735465 6.881247 3.808443 0.0 -0.2 -1.0 -0.928
N 1.224860 -0.028559 1.289475 0.6 0.0 -0.2 1.581
C 1.287341 -0.712950 2.563035 2.6 -7.1 4.2 0.246
C 1.147234 -0.113244 4.122307 0.8 1.1 -1.0 -0.796
O 1.738573 -2.000388 2.643177 -2.9 7.9 -1.8 -0.530
C 2.561852 0.516651 0.999570 6.3 0.9 -3.5 -0.012
C 3.307463 1.536138 2.101743 0.3 -0.8 0.4 -0.396
O 3.381062 0.267833 -0.057240 -6.4 0.9 5.9 -0.744
C -1.381967 0.534017 1.359356 -2.2 1.8 0.3 -0.302
F -1.273353 1.107360 2.716476 0.6 -1.7 -2.9 -0.381
O -2.349252 -0.519708 1.416185 2.3 0.6 -0.7 0.098
H -7.719153 -7.472884 2.922528 2.2 0.5 -0.1 0.232
H -6.378552 -6.101711 2.983145 -0.4 -2.3 -0.4 0.174
H -6.067333 -7.765537 3.812136 -1.1 1.0 -1.9 0.277
H -4.929932 -8.515423 1.881879 -2.1 1.2 -0.9 0.297
H -6.651429 -8.686945 1.086370 1.6 1.6 0.4 0.318
H -4.438932 -7.257350 -0.141850 -1.6 1.1 1.3 0.314
H -5.088195 -5.823863 1.025219 -0.1 -1.9 -1.1 -0.286
H -7.387905 -7.135133 -0.556499 1.8 1.7 -0.4 0.365
H -6.113686 -6.560989 -1.820756 -0.6 0.7 2.4 0.262
H -7.431501 -4.801448 0.652318 0.8 0.1 -2.1 0.241
H -8.051839 -4.751142 -1.133905 1.8 -0.2 1.3 0.353
H -6.426989 -3.199572 -1.885362 1.2 -0.8 1.9 0.342
H -4.989675 -4.184379 -1.024655 -1.8 1.3 0.3 0.085
H -6.557364 -2.889665 1.312258 1.2 0.5 -2.4 0.324
H -6.835290 -1.670113 -0.095636 1.7 -1.8 0.9 0.281
H -4.554480 -0.797924 -0.096682 -0.1 -2.2 1.4 0.105
H -4.825060 -1.262089 1.713048 0.5 -1.1 -2.3 0.172
H -3.570784 -3.611011 1.304245 0.8 2.1 -1.5 0.182
H -3.199534 -3.078492 -0.466852 0.1 0.9 2.0 0.001
H 0.225714 -2.434272 0.650406 -1.8 1.1 -0.8 0.740
H -1.042296 -2.900217 -0.609775 0.5 2.2 1.2 0.457
H 1.741592 -1.655225 -0.692777 -2.2 1.3 -1.1 0.177
H 1.432271 -0.160766 -1.792744 -1.3 -2.2 1.0 -0.005
H 0.374492 -1.474589 -3.581453 0.5 -1.5 2.1 0.135
H -0.065424 -3.010086 -2.534852 1.2 1.8 0.1 0.107
H 2.178094 -2.980532 -4.265010 -0.4 0.3 2.5 0.287
H 2.153810 -3.894785 -2.579630 0.3 2.0 -0.9 0.411
H 3.827627 -2.583816 -2.096691 -0.9 1.6 -1.5 0.281
H -2.015828 0.658149 -1.275400 1.8 -2.2 0.0 0.257
H -0.795456 0.181014 -2.592806 -0.5 -1.1 2.5 0.562
H -0.639747 2.233433 -0.741957 2.0 -1.5 1.1 0.561
H 1.161230 1.821679 -0.946755 -1.2 -0.2 1.8 0.387
H -0.543241 3.657324 1.104861 2.1 -1.7 -0.3 0.535
H 0.689666 2.614631 2.070437 -0.5 0.5 -2.1 -0.147
H 1.112385 4.993902 0.042056 1.4 -2.0 1.0 0.482
H 2.527503 3.665455 0.027964 -1.7 0.7 1.1 0.240
H 2.144133 4.145294 2.969429 0.3 1.3 -1.8 0.344
H 3.305714 5.262519 1.843115 -2.3 -1.2 0.7 0.296
H 1.535528 6.972675 1.504649 -0.9 -1.6 1.6 -0.141
H 0.158055 5.860784 2.351187 2.3 1.0 0.0 0.222
H 0.910021 6.640548 4.613469 1.9 0.7 -1.5 0.267
H 1.861183 8.038262 3.598446 -0.4 -2.4 0.9 0.269
H 2.794018 6.457065 4.125759 -2.3 0.9 -0.5 0.266
H 2.235767 -0.272467 4.586019 -2.6 0.0 -1.0 0.340
H 0.976472 1.059999 4.129650 -0.1 -2.6 0.0 0.172
H 0.324118 -0.713175 4.703784 1.7 1.2 -1.3 0.190
H 3.902992 2.398375 1.536113 -1.6 -2.0 1.0 -0.060
H 2.578515 1.944604 2.916089 1.4 -0.7 -1.8 -0.045
H 4.150225 0.928984 2.690204 -1.9 1.0 -1.4 0.363
H -1.954703 1.404920 0.763675 1.4 -2.0 1.5 0.280
Cl 1.914311 -0.386666 -5.857598 -0.2 -0.1 0.0 -0.197
C 3.495088 0.150821 -5.238690 0.5 0.2 0.2 -0.199
C 4.588901 0.050384 -6.290146 -0.1 0.2 0.0 -0.464
Cl 4.981723 -1.640019 -6.692917 -0.1 0.0 0.0 -0.181
H 3.733322 -0.444248 -4.351470 -0.1 0.0 -0.3 0.045
H 3.375063 1.192675 -4.926685 0.0 -0.1 -0.2 0.359
H 5.508736 0.507345 -5.914683 -0.2 -0.1 0.0 0.319
H 4.306548 0.562209 -7.215360 0.0 -0.2 0.2 0.334
Cl 3.649447 6.891294 -0.137310 0.1 0.0 -0.2 -0.086
C 4.016314 8.551641 -0.665941 0.1 0.4 -0.1 -0.521
C 3.017779 9.561938 -0.123450 0.3 0.0 0.1 -0.464
Cl 1.401540 9.365417 -0.846737 0.0 -0.1 0.0 -0.179
H 4.045534 8.561735 -1.760048 -0.1 0.0 0.3 0.332
H 5.019303 8.786720 -0.297210 -0.2 0.0 0.0 0.306
H 3.348846 10.576643 -0.361465 0.0 -0.2 0.0 0.370
H 2.914500 9.482713 0.963182 0.0 -0.1 -0.2 0.259
Cl 5.939005 3.070115 -0.225746 -0.1 0.1 0.0 -0.153
C 6.295596 1.345172 -0.486912 0.1 -0.6 0.1 0.291
C 7.529500 0.890800 0.276698 -0.2 0.0 0.0 -0.466
Cl 9.024883 1.609463 -0.372416 0.0 0.0 0.0 -0.187
H 6.404301 1.179388 -1.563352 0.1 0.1 0.2 0.358
H 5.420144 0.785650 -0.143795 0.3 0.2 0.0 -0.339
H 7.639150 -0.194139 0.194438 -0.1 0.2 -0.1 0.351
H 7.463430 1.147618 1.338483 0.0 0.0 -0.2 0.304
```
Positions in Å, forces in eV/Å.


This record from OMol25 describes a 13-piece molecular cluster, C33H62N13O17 overall in a non-equilibrium geometry. The level of theory is ωB97M-V/def2-TZVPD.

Calculated values
- M (g/mol) = 912.933
- relative energy (zero: lowest compared OMol25 entry of this formula, charge and spin) (kcal per mole) = 63.99
- HOMO level (eV) = -9.194
- charge = +1

The geometry in XYZ format:
```
125
Properties=species:S:1:pos:R:3:forces:R:3:mulliken_charge:R:1
C 22.520000 7.668000 39.964000 4.0 -2.8 -1.4 -1.468
C 22.226000 6.113000 40.254000 -2.0 1.3 -2.4 1.355
C 21.379000 5.435000 39.065000 8.1 -2.1 -0.4 -2.582
C 22.235000 5.260000 37.697000 1.3 2.5 3.4 -0.744
C 23.500000 4.440000 38.055000 -0.5 1.2 -1.4 -1.565
C 24.311000 4.887000 39.295000 1.4 0.1 -1.6 2.632
N 23.522000 5.505000 40.386000 2.6 -1.0 4.1 1.661
O 24.084000 5.518000 41.506000 -2.3 0.3 -3.8 -0.367
C 25.335000 6.004000 38.856000 -2.6 -6.1 -5.8 -3.602
C 25.192000 3.742000 39.823000 -0.1 -2.6 -0.3 -1.130
C 21.426000 6.053000 41.481000 -1.9 -2.0 3.5 -1.041
H 23.223000 8.116000 40.717000 -1.0 -0.4 -0.7 0.280
H 21.648000 8.137000 39.754000 -2.9 1.6 0.2 0.522
H 22.983000 7.634000 38.934000 0.1 0.5 1.2 0.187
H 20.467000 5.745000 39.023000 -5.3 3.0 -0.6 1.895
H 21.244000 4.430000 39.401000 0.1 -1.1 0.3 0.159
H 22.690000 6.276000 37.353000 -1.5 -1.5 0.0 0.116
H 21.639000 4.725000 37.010000 -0.4 -0.2 -1.0 0.704
H 24.046000 4.424000 37.040000 0.1 -0.1 2.1 -0.389
H 23.215000 3.456000 38.271000 -0.6 -1.6 0.1 0.818
H 24.920000 6.858000 38.580000 -2.7 3.6 -1.8 1.075
H 25.818000 5.557000 37.882000 -0.6 0.9 2.1 -0.121
H 25.955000 6.346000 39.482000 5.3 1.3 5.4 1.785
H 25.943000 3.487000 39.037000 -0.5 0.6 0.4 -0.037
H 24.741000 2.659000 40.054000 0.2 2.7 -0.4 0.123
H 25.732000 4.085000 40.686000 0.3 0.0 0.4 0.364
H 20.416000 6.531000 41.344000 1.0 -0.5 -0.2 -0.053
H 21.895000 6.618000 42.292000 0.0 -0.1 0.0 0.520
H 21.225000 4.938000 41.955000 0.6 2.8 -1.6 -0.340
N 19.870000 7.153000 35.537000 4.0 1.7 -4.3 -0.036
C 19.297000 7.981000 36.455000 -2.2 -8.1 2.1 -0.940
C 18.568000 7.092000 37.319000 1.6 -3.1 -2.0 -0.323
C 18.835000 5.621000 36.919000 4.0 8.1 -4.9 -0.731
C 19.793000 5.797000 35.647000 -4.5 -1.5 4.6 -0.631
H 20.530000 7.613000 34.736000 -2.2 -1.7 2.6 0.328
H 19.249000 8.960000 36.470000 0.2 4.6 -0.5 0.680
H 17.820000 7.302000 38.063000 0.2 0.5 0.2 0.602
H 18.395000 4.822000 37.337000 -1.2 -2.9 1.1 0.809
H 20.055000 4.913000 34.955000 0.0 2.3 1.0 0.345
N 28.198000 4.628000 37.074000 -1.0 -2.0 -0.1 0.164
C 28.141000 3.352000 37.590000 2.0 -2.7 2.8 -0.530
C 27.591000 2.288000 36.666000 1.8 6.7 0.7 -0.473
C 27.351000 3.089000 35.484000 -0.2 3.5 3.1 -0.818
C 27.590000 4.545000 35.904000 -0.5 -5.2 -3.2 -0.648
H 28.496000 5.531000 37.492000 -0.2 -1.1 0.1 0.459
H 28.786000 3.207000 38.624000 -2.1 0.1 -2.8 0.205
H 27.400000 1.310000 36.992000 0.1 -1.2 -0.1 0.480
H 26.879000 2.914000 34.530000 0.0 -0.4 0.1 0.617
H 27.381000 5.293000 35.218000 0.0 1.7 -0.8 0.666
N 17.859000 6.628000 44.919000 1.1 -2.5 -2.1 0.022
C 18.956000 6.141000 45.582000 0.6 -2.5 -2.7 -0.764
C 19.464000 5.000000 44.712000 -3.4 2.9 0.6 0.021
C 18.502000 4.825000 43.548000 -0.1 5.2 4.5 -0.484
C 17.558000 5.954000 43.750000 1.1 -1.5 -1.0 -0.560
H 17.195000 7.281000 45.170000 -1.0 1.7 1.3 0.195
H 19.249000 6.661000 46.519000 0.1 -0.9 -0.9 0.357
H 20.365000 4.470000 44.949000 0.0 -0.3 -0.2 0.237
H 18.560000 4.200000 42.708000 0.1 -0.7 -0.7 0.533
H 16.728000 6.435000 43.100000 1.5 -1.5 1.2 0.420
N 22.813000 4.542000 31.868000 -4.3 -0.8 -4.1 -0.149
C 23.641000 5.611000 31.462000 1.2 -3.0 6.2 -0.601
C 24.546000 5.813000 32.583000 -8.2 -6.3 0.4 -1.014
C 24.015000 4.878000 33.730000 -2.2 1.2 -7.5 -0.397
C 22.920000 4.128000 33.138000 3.3 2.5 1.2 -0.669
H 21.925000 4.118000 31.182000 3.7 1.9 2.7 0.331
H 23.683000 5.780000 30.461000 0.2 1.0 -2.5 0.418
H 25.252000 6.454000 32.480000 4.8 3.9 0.2 0.640
H 24.333000 4.673000 34.650000 1.6 -0.3 3.5 0.798
H 22.276000 3.407000 33.604000 -0.1 -0.1 -0.1 0.573
C 19.079000 2.497000 40.629000 -2.2 -2.0 1.2 -0.662
N 19.213000 1.969000 39.225000 5.2 1.2 -1.0 0.880
O 20.309000 2.158000 38.524000 -3.7 -0.4 2.7 -0.497
O 18.259000 1.403000 38.845000 -1.5 -1.2 -1.5 -0.524
H 19.040000 3.559000 40.551000 0.5 0.8 0.1 0.176
H 19.777000 2.072000 41.429000 -0.6 0.7 -1.7 0.202
H 17.971000 2.130000 40.828000 2.4 0.9 0.1 0.387
C 27.954000 6.253000 44.688000 4.0 -4.6 -2.6 -1.060
N 27.387000 5.960000 43.395000 -0.9 -1.9 -3.1 0.766
O 27.965000 6.492000 42.431000 -1.8 -1.1 1.2 -0.457
O 26.397000 5.152000 43.338000 2.9 2.6 -0.1 -0.401
H 28.840000 6.802000 44.510000 1.0 0.1 0.2 0.366
H 28.013000 5.291000 45.178000 0.3 0.2 0.5 0.290
H 27.279000 6.808000 45.023000 -5.6 4.8 4.0 0.479
C 24.301000 0.982000 34.981000 2.1 -2.7 2.6 -0.496
N 23.095000 1.318000 35.619000 -5.6 0.6 2.5 0.776
O 22.256000 0.438000 35.944000 2.6 1.2 -0.9 -0.519
O 22.794000 2.515000 35.773000 1.2 -1.1 -0.3 -0.295
H 23.985000 0.419000 34.170000 0.0 -1.3 -1.7 0.357
H 24.982000 0.344000 35.701000 -1.5 1.2 -1.5 0.223
H 24.760000 1.860000 34.729000 1.3 2.1 -0.8 0.012
C 24.119000 2.322000 43.068000 1.7 1.9 -0.9 -0.692
N 22.725000 2.690000 42.953000 -4.2 -1.3 -5.2 0.773
O 21.913000 2.579000 43.854000 1.7 0.4 -1.0 -0.504
O 22.384000 3.082000 41.718000 1.1 -1.2 4.6 -0.245
H 24.791000 1.694000 42.370000 -2.3 1.1 0.1 0.187
H 24.278000 1.891000 44.002000 0.2 -0.1 1.9 0.344
H 24.331000 3.423000 42.974000 1.9 -0.9 0.6 0.224
C 29.204000 8.492000 39.834000 -1.6 -6.1 2.7 -0.839
N 29.091000 7.790000 38.530000 -0.1 1.5 3.7 1.003
O 29.723000 8.164000 37.633000 1.9 1.3 -3.2 -0.597
O 28.430000 6.811000 38.581000 -2.2 -2.9 -0.3 -0.616
H 29.339000 9.432000 39.689000 1.5 5.9 -1.0 0.463
H 29.988000 7.914000 40.386000 -0.4 0.9 -0.6 0.303
H 28.273000 8.362000 40.463000 0.9 -0.1 -1.1 0.197
C 25.564000 11.457000 38.937000 -10.2 3.0 -2.2 -1.073
N 25.719000 10.329000 38.174000 7.4 -3.6 3.3 0.826
O 26.917000 9.818000 38.243000 -2.1 1.7 -1.3 -0.514
O 24.805000 9.665000 37.942000 -3.9 -1.9 -2.4 -0.424
H 25.516000 12.376000 38.296000 -1.0 -0.9 -0.7 0.357
H 26.179000 11.942000 39.466000 6.0 1.4 5.0 0.520
H 24.385000 11.406000 39.498000 3.9 0.2 -1.8 0.285
C 17.658000 8.672000 41.479000 -0.1 -2.5 -0.4 -0.683
N 18.460000 9.479000 40.473000 -4.9 0.7 -2.6 0.913
O 19.565000 9.776000 40.741000 1.8 0.4 0.0 -0.524
O 17.802000 9.795000 39.384000 2.6 -1.2 3.7 -0.522
H 17.857000 8.847000 42.569000 0.4 0.3 -1.3 0.313
H 17.984000 7.564000 41.237000 -0.7 2.1 0.6 0.148
H 16.574000 8.776000 41.260000 0.9 0.1 0.0 0.360
C 23.466000 4.773000 46.616000 -0.1 0.7 -1.6 -0.854
N 23.766000 5.663000 45.410000 -2.3 1.6 -1.9 0.797
O 24.438000 6.680000 45.558000 0.0 -1.8 0.1 -0.525
O 23.044000 5.498000 44.380000 2.0 -0.4 2.3 -0.257
H 24.342000 4.216000 46.904000 -0.1 -0.6 -0.2 0.281
H 22.475000 4.371000 46.443000 0.5 -1.2 -0.5 0.258
H 23.237000 5.480000 47.340000 0.2 1.5 1.7 0.425
```
Positions in Å, forces in eV/Å.